14
Properties=species:S:1:pos:R:3:forces:R:3:lowdin_charge:R:1 method="wB97M-V/def2-TZVPD" largest_force_ev_per_a=0.3 energy_ev=-9845.8865 orbital_gap_ev=10.7 e_above_lowest_ev=1.393 spin_multiplicity=1 smiles="NC(=O)C[C@H]1CO1"
O 0.493 1.882 -1.308 -0.07 0.15 -0.16 -0.032
H -1.223 -0.044 -0.985 0.06 0.01 0.12 0.125
C 1.362 0.806 -0.976 0.22 -0.18 -0.01 -0.114
N -0.306 -1.919 0.534 -0.03 -0.07 0.11 0.165
C -0.758 -0.735 1.038 0.05 0.04 0.10 -0.544
C 0.268 1.197 -0.089 -0.03 -0.08 0.26 -0.303
H -0.072 -2.655 1.181 -0.04 0.08 -0.07 0.111
H -0.199 -2.083 -0.452 -0.04 0.06 0.11 0.096
H 0.508 1.769 0.808 -0.02 -0.07 -0.13 0.154
H 2.388 1.082 -0.735 -0.17 0.00 -0.04 0.114
C -0.988 0.359 0.007 -0.07 0.05 -0.04 -0.064
O -0.899 -0.543 2.231 0.02 -0.07 -0.32 0.053
H 1.255 -0.087 -1.595 0.00 0.17 0.09 0.110
H -1.830 0.970 0.342 0.13 -0.08 -0.02 0.129


21
Properties=species:S:1:pos:R:3:forces:R:3:lowdin_charge:R:1 method="wB97M-V/def2-TZVPD" largest_force_ev_per_a=3.2 energy_ev=-12554.6276 orbital_gap_ev=9.7 e_above_lowest_ev=5.221 spin_multiplicity=1 smiles="C#CC(C)(O)O.C=O.C"
O -2.101 -0.013 0.923 0.12 -0.08 -0.14 0.016
H -2.749 -0.996 -1.519 0.02 0.04 -0.01 0.086
C -2.086 -1.614 -0.913 0.04 0.13 0.22 -0.004
H 0.360 1.213 0.287 1.86 1.46 1.02 0.047
H -2.609 0.620 0.401 0.03 -0.04 -0.02 0.105
H 1.457 2.747 0.935 -0.06 -0.02 -0.32 0.035
H 1.869 1.051 1.416 0.09 0.06 -0.05 0.036
H -2.679 -2.306 -0.318 -0.01 -0.03 0.01 0.089
C -0.338 -1.519 0.818 0.29 0.01 0.20 -0.040
H 1.218 -2.699 1.944 0.11 -0.19 0.15 0.026
H -1.427 -2.178 -1.570 0.02 0.02 -0.02 0.089
H 0.329 1.742 1.846 0.22 0.25 0.45 0.041
C 2.107 1.247 -1.123 0.10 -1.52 -2.25 -0.082
C -1.262 -0.703 0.009 -0.24 -0.05 -0.44 -0.681
H 0.478 -0.051 -1.144 -3.03 0.59 0.66 0.097
O -0.573 0.251 -0.757 1.63 -1.13 -1.08 -0.128
H 3.122 1.432 -0.764 -0.07 -0.04 0.36 0.108
H 1.536 2.110 -1.480 -0.20 -0.05 0.47 0.112
C 0.474 -2.162 1.420 -0.18 0.22 -0.21 0.149
C 1.095 1.732 1.066 -1.79 -1.13 -0.08 -0.075
O 1.779 0.096 -1.476 1.04 1.50 1.08 -0.025


13
Properties=species:S:1:pos:R:3:forces:R:3:lowdin_charge:R:1 method="wB97M-V/def2-TZVPD" largest_force_ev_per_a=2.9 energy_ev=-7349.3995 orbital_gap_ev="8.0 / 8.0" e_above_lowest_ev=4.099 spin_multiplicity=1
H -0.056 -2.013 -2.097 0.29 -0.35 -0.16 0.057
C 0.908 0.621 0.425 0.03 -0.10 -0.31 -0.202
H -2.436 1.127 -0.380 -0.16 0.06 0.15 0.101
C 0.934 -0.846 0.914 0.11 0.43 0.04 -0.229
H 1.306 -0.962 1.922 0.10 -0.30 0.21 0.091
H -0.744 1.809 1.244 -0.15 0.12 0.06 0.107
C -1.107 -0.259 -1.346 1.86 -1.50 1.56 -0.032
C -0.475 1.143 0.438 -0.16 0.02 -0.12 -0.088
H 1.298 0.619 -0.596 0.04 0.06 0.10 0.115
C -0.381 -1.283 -1.400 -0.81 0.16 -1.18 -0.015
C 0.624 -1.922 0.248 -0.81 0.60 -0.44 0.112
C -1.430 0.746 -0.431 -0.31 0.84 0.13 -0.122
H 1.560 1.219 1.059 -0.03 -0.05 -0.04 0.106


7
Properties=species:S:1:pos:R:3:forces:R:3:lowdin_charge:R:1 method="wB97M-V/def2-TZVPD" largest_force_ev_per_a=3.2 energy_ev=-91099.3853 orbital_gap_ev="7.6 / 6.6" e_above_lowest_ev=1.367 spin_multiplicity=3
C 0.626 -0.354 0.206 -1.09 0.37 -0.16 -0.905
F 1.683 0.289 0.713 0.11 0.18 -0.46 0.102
C -0.565 0.470 -0.126 -1.58 0.73 2.21 -1.010
S 0.595 -0.637 -1.589 2.19 -1.82 -1.51 0.922
F -0.431 1.769 -0.307 0.44 0.81 0.13 0.002
Br -2.307 -0.110 0.125 -0.04 -0.20 0.17 0.826
F 0.400 -1.427 0.978 -0.03 -0.07 -0.37 0.064


28
Properties=species:S:1:pos:R:3:forces:R:3:lowdin_charge:R:1 method="wB97M-V/def2-TZVPD" largest_force_ev_per_a=5.0 energy_ev=-18784.7715 orbital_gap_ev=9.7 e_above_lowest_ev=1.776 spin_multiplicity=1
H -0.095 -1.117 3.257 -0.51 0.33 -0.52 0.106
C 0.676 -0.757 -0.797 -1.50 -0.30 0.07 -0.060
C 0.594 1.337 -1.866 1.12 2.05 -0.91 -0.417
H -0.004 3.166 -2.997 -0.08 -0.90 0.49 0.099
H -3.308 -0.749 2.354 0.20 0.03 0.14 0.082
O 2.461 -3.283 0.347 -1.70 1.61 -2.00 0.115
C -1.355 -1.023 1.447 -0.58 0.55 0.75 -0.400
H -1.015 2.825 -1.579 0.36 -0.38 -0.19 0.092
H 0.389 0.082 2.061 0.32 0.33 -0.14 0.069
C -2.638 -1.576 2.113 0.58 -0.31 -0.09 -0.037
O -0.085 0.324 -1.146 0.87 -1.83 1.22 0.020
C 0.443 -1.825 0.074 -2.49 0.93 0.40 -0.058
O -0.597 -2.110 0.904 1.69 -0.76 -1.35 0.026
C 1.605 2.137 -1.021 0.31 -0.54 -0.34 -0.034
C 1.961 -1.367 -1.183 1.69 2.44 -1.70 -0.306
H -2.394 -2.147 3.033 -0.10 0.42 -0.53 0.094
H 1.074 2.528 -0.156 0.08 0.34 0.05 0.081
H -3.199 -2.234 1.456 0.09 -0.10 -0.22 0.076
O 2.910 -0.976 -1.811 -0.07 -0.21 -0.38 0.129
C -0.474 -0.382 2.512 -0.48 0.23 0.43 -0.039
H 2.025 2.953 -1.663 -0.40 -0.63 0.71 0.101
H 1.134 0.883 -2.705 -0.19 -0.04 0.09 0.147
C 1.757 -2.456 -0.245 0.75 -2.81 4.02 -0.230
H -1.633 -0.285 0.654 0.33 -0.64 0.48 0.150
H -1.146 1.814 -3.007 -0.67 -0.31 -0.57 0.064
H 2.444 1.517 -0.661 -0.31 0.18 -0.22 0.082
C -0.448 2.335 -2.394 0.22 0.53 0.32 -0.044
H -1.082 0.387 3.019 0.46 -0.20 -0.02 0.093


10
Properties=species:S:1:pos:R:3:forces:R:3:lowdin_charge:R:1 method="wB97M-V/def2-TZVPD" largest_force_ev_per_a=3.2 energy_ev=-4239.8352 orbital_gap_ev=7.5 e_above_lowest_ev=4.126 spin_multiplicity=1
H 0.993 2.102 -0.490 -0.80 0.43 1.00 0.037
C -0.699 0.616 -0.630 -0.14 0.71 -2.89 -0.218
C 0.644 1.117 -0.766 0.76 -0.68 -0.07 -0.064
C 0.117 -1.171 1.165 -1.92 0.74 -0.50 -0.094
C -0.348 -0.510 -0.092 2.00 1.07 2.33 -0.017
H -1.513 1.153 -1.125 -0.55 -0.41 0.93 0.100
H -0.732 -1.553 1.747 0.29 -0.71 -0.16 0.075
H 0.954 -1.826 1.018 0.10 -0.52 0.15 0.062
H 0.399 -0.308 1.759 0.46 0.11 0.05 0.086
H 1.530 0.554 -0.967 -0.18 -0.74 -0.84 0.033